C29H33GaN5O4Si | ωB97M-V/def2-TZVPD

Geometry (Å):
Ga 0.2417 0.2736 -0.7931
Si 2.9929 -0.7846 2.0629
O -5.2478 -0.3152 5.8971
O -6.4706 -1.4646 4.5535
O -1.7526 -0.6694 -0.3917
O -0.6072 0.6262 0.9083
N -1.3556 1.7624 -1.5727
N -5.4811 -0.8268 4.8270
N 0.1387 0.1278 -2.9087
N 1.0924 -1.4480 -0.8104
N 1.7423 1.6151 -1.2898
C -2.6283 -0.3038 1.7799
C 0.7569 -2.0396 -2.0164
C 0.2192 -3.2711 -2.1358
C -3.2333 3.1624 -1.1594
C 0.9109 -1.1208 -3.1882
C 3.9263 -1.5594 3.4856
C -1.2776 0.0569 -3.2781
C 1.8507 1.8796 -2.5992
C -3.3752 0.1491 4.0155
C 1.4696 -1.8345 1.6647
C -3.3049 1.5404 -2.9185
C 4.1384 -0.7219 0.5722
C -3.7419 -1.1053 1.5472
C -1.9496 2.7369 -0.8811
C -2.0170 1.1707 -2.5693
C 2.8662 2.6803 -3.0896
C 3.6532 2.9634 -0.8523
C 3.7785 3.2333 -2.2067
C -3.9242 2.5462 -2.1955
C 0.7871 1.3079 -3.5075
C -4.6837 -1.2791 2.5450
C -4.4769 -0.6450 3.7564
C 0.2326 -3.4875 0.2483
C 2.6248 2.1465 -0.4332
C -2.4407 0.3206 3.0094
C 2.4066 0.9088 2.6558
C 1.3156 -2.4338 0.2685
C -0.2079 -3.9429 -0.9247
C -1.6380 -0.1311 0.6973
H 2.9314 2.8658 -4.1526
H -1.6695 -0.9114 -2.9593
H 4.9355 0.0141 0.6947
H -1.5646 0.9323 3.1705
H 4.3449 3.3651 -0.1273
H -1.3717 3.1726 -0.0755
H 1.9571 -0.8223 -3.2951
H -0.1254 -3.8858 1.1891
H 4.8042 -0.9698 3.7536
H 4.6181 -1.6972 0.4646
H -4.9336 2.8497 -2.4369
H 3.2234 1.6259 2.7613
H -3.6799 3.9550 -0.5778
H 1.2168 1.0550 -4.4817
H 1.9802 0.7694 3.6531
H 4.5780 3.8633 -2.5711
H 4.2677 -2.5646 3.2322
H 0.5550 -1.3080 1.9579
H 0.0397 2.0852 -3.6741
H -1.4033 0.1449 -4.3627
H -3.2652 0.6119 4.9845
H -3.8114 1.0396 -3.7321
H 2.5006 1.8936 0.6097
H 1.6105 1.3579 2.0549
H -0.9323 -4.7436 -0.9876
H 3.6121 -0.5265 -0.3609
H 0.5779 -1.5770 -4.1227
H 1.5315 -2.6901 2.3456
H -0.0055 -3.6736 -3.1130
H 2.2664 -2.9373 0.0209
H -5.5621 -1.8908 2.4040
H -3.8540 -1.5902 0.5877
H 3.2966 -1.6369 4.3734

Cartesian forces (eV/Å) of the 6 atoms listed first:
-0.129 -0.141 -0.349
0.023 -0.037 -0.065
0.055 0.087 0.231
-0.198 -0.162 -0.039
-0.264 -0.743 -1.410
0.533 0.356 0.183

Computed properties:
Energy relative to the best compared isomer or geometry (same formula, charge and spin) (kcal/mol): 2.2
HOMO (eV): -9.844
HOMO-LUMO gap (Ha): 0.2514
Net charge: +1